73
Properties=species:S:1:pos:R:3:forces:R:3:mulliken_charge:R:1 method="wB97M-V/def2-TZVPD" lumo_ev=-3.40 homo_lumo_gap_ev=8.23 total_charge=+1 homo_energy_ev=-11.63
I -0.647 -1.620 0.046 0.9 1.2 -0.5 -0.049
Cl 2.175 1.135 -4.050 -0.4 -0.1 -0.1 -0.173
P -0.157 -1.379 -2.291 0.7 -1.1 -0.2 0.982
O 2.163 -4.490 -2.944 -0.2 0.5 0.3 -0.549
O -1.339 1.141 2.483 0.1 -0.3 0.0 -0.467
O -1.120 -0.367 -3.014 0.7 -0.1 0.6 -0.512
N -2.595 -3.651 -0.187 -1.3 -1.2 -0.1 -0.229
N 3.172 0.186 5.619 -0.1 0.0 -0.1 -0.355
N -2.166 5.579 4.605 0.0 -0.1 0.0 -0.377
N 4.206 -2.373 -1.203 0.2 -0.2 0.2 -0.551
N -1.499 6.332 0.092 0.2 0.1 0.2 -0.445
N 1.800 -4.399 -0.708 -0.7 0.8 -0.3 -0.392
N -1.482 2.019 -0.570 -0.6 -0.9 0.1 -0.174
C -2.528 1.924 0.456 0.5 0.2 0.2 -0.934
C -0.911 1.060 -2.759 -1.1 1.3 -0.3 -0.490
C -2.379 4.556 5.080 0.0 -0.1 0.0 0.367
C 6.278 -3.933 -1.455 0.0 0.0 0.0 -1.033
C 5.120 -3.060 -1.313 0.0 0.0 0.0 0.556
C -0.112 -4.216 -2.346 0.6 -0.6 0.1 -0.228
C 0.777 0.374 4.600 0.2 0.0 0.1 -0.324
C -0.766 6.755 0.870 -0.1 0.0 -0.1 0.418
C -1.955 2.262 1.847 0.3 0.6 -1.1 0.207
C 3.555 -1.141 -3.961 -0.4 0.6 -0.5 -1.479
C 2.108 -0.645 -3.831 0.9 -0.6 0.6 0.568
C -3.586 -4.235 -0.106 0.2 0.2 0.0 0.212
C 1.612 -1.012 -2.417 -0.6 1.2 0.0 -0.424
C -2.010 1.703 -1.909 0.9 0.3 0.4 -0.904
C 2.117 0.268 5.172 0.1 0.0 0.1 0.145
C -0.376 -2.960 -3.176 -1.0 0.2 0.7 -0.632
C -0.863 3.323 1.674 -0.3 -0.1 1.1 -1.298
C 0.169 7.288 1.861 -0.1 0.0 -0.1 -0.808
C -4.838 -4.975 -0.001 0.0 0.0 0.0 -0.836
C 1.376 -4.368 -2.021 0.5 -0.5 -0.5 0.080
C -2.652 3.249 5.681 0.0 0.2 -0.1 -0.619
H -3.298 2.650 0.194 -0.1 0.0 0.1 0.449
H 0.086 -0.251 5.163 0.0 0.0 0.0 0.290
H 0.054 1.296 -2.316 0.1 -0.4 0.0 0.353
H 1.479 -1.088 -4.599 0.0 0.3 -0.2 0.340
H -2.928 1.107 -1.878 0.1 -0.2 -0.2 0.330
H 0.064 2.887 1.309 -0.1 -0.1 -0.1 0.355
H 3.892 -0.845 -4.953 0.2 -0.4 -0.1 0.445
H 0.789 0.049 3.563 0.0 0.1 0.0 0.108
H 0.227 -2.973 -4.083 0.1 0.2 0.0 0.468
H 2.162 -1.866 -2.021 -0.2 -0.1 0.0 -0.569
H 6.111 -4.629 -2.276 0.0 0.0 0.0 0.288
H -1.174 4.119 1.005 -0.1 -0.1 0.1 0.131
H 3.615 -2.212 -3.788 0.0 -0.1 -0.2 0.307
H -5.679 -4.290 -0.088 0.0 0.0 0.0 0.282
H -4.895 -5.716 -0.796 0.0 0.0 0.0 0.282
H -3.726 3.108 5.783 0.0 0.0 0.0 0.287
H -1.433 -2.963 -3.453 0.0 0.0 -0.2 0.421
H -0.347 -5.064 -2.991 0.0 0.0 0.0 0.409
H 2.633 -3.827 -0.598 0.3 -0.5 0.2 0.290
H 0.910 6.532 2.113 0.0 0.0 0.0 0.252
H 1.828 -0.175 -1.750 0.1 -0.1 0.1 0.927
H -0.748 -4.314 -1.473 -0.1 0.3 0.1 0.147
H -1.978 0.428 2.569 -0.2 0.1 0.0 0.281
H 0.674 8.161 1.453 0.0 0.0 0.0 0.339
H -2.229 2.666 -2.373 -0.3 -0.1 -0.1 0.423
H -2.245 2.460 5.049 0.0 0.0 0.0 0.065
H 4.182 -0.613 -3.248 0.0 -0.1 0.2 0.393
H -2.975 0.915 0.473 -0.2 0.1 0.0 0.518
H -0.368 7.573 2.764 0.0 0.0 0.0 0.267
H 0.437 1.406 4.640 0.0 0.0 -0.1 0.127
H -4.885 -5.480 0.962 0.0 0.0 0.0 0.290
H -2.191 3.190 6.665 0.0 0.0 0.0 0.328
H -0.930 1.537 -3.735 0.1 -0.3 -0.2 0.367
H 1.081 -4.123 -0.053 0.1 -0.1 0.1 0.254
H 6.431 -4.493 -0.535 0.0 0.0 0.0 0.327
H 7.164 -3.336 -1.663 0.0 0.0 0.0 0.337
H -2.753 2.658 2.480 -0.1 -0.1 0.0 0.261
H -0.670 3.733 2.669 0.1 0.2 -0.1 0.503
H -0.776 1.335 -0.314 0.1 0.0 -0.1 0.074